Entry from the Open Molecules 2025 dataset: a cluster of 2 separate species, C6H16O2 in total in a non-equilibrium geometry (wB97M-V/def2-TZVPD).

## Properties
Lowest unoccupied orbital energy (spin up / spin down)   3.505 / 3.421 eV
2S+1   2
Total energy   -388.6355 Ha
Charge   -1
Orbital gap (spin up / spin down)   0.0952 / 0.3759 hartree
E_HOMO (spin up / spin down)   0.9 / -6.8 eV

Cartesian coordinates (Å):
C  -1.799  -0.666  -0.881
O  -2.756  -0.580  -1.948
C  -0.870  0.528  -1.068
C  0.302  0.561  -0.100
C  0.829  1.984  0.044
C  1.394  -0.410  -0.569
C  2.410  -0.759  0.515
H  -1.236  -1.588  -0.925
H  -2.303  -0.530  0.076
H  -3.579  -1.009  -1.663
H  -0.523  0.451  -2.102
H  -1.469  1.441  -1.022
H  -0.021  0.234  0.885
H  1.182  2.305  -0.942
H  1.740  2.033  0.646
H  0.057  2.697  0.314
H  1.893  0.010  -1.439
H  0.935  -1.339  -0.931
H  3.317  -1.210  0.134
H  1.979  -1.446  1.246
H  2.642  0.096  1.155
H  -0.949  -0.299  2.599
H  -1.770  -1.346  3.431
O  -1.405  -1.157  2.547

Cartesian forces (eV/Å) of the 3 atoms listed first:
C -0.3 1.4 0.1
O -0.4 -0.5 0.0
C -0.3 -0.4 -0.3